Formula: CH5N
Source: the Open Molecules 2025 dataset
Level of theory: ωB97M-V/def2-TZVPD

XYZ file:
```
7
Properties=species:S:1:pos:R:3
C 0.352 0.239 0.331
N -0.141 -0.494 -0.833
H 0.443 -0.261 1.288
H 1.318 0.727 0.242
H -0.567 0.752 0.769
H -0.900 -1.204 -0.397
H -0.506 0.241 -1.402
```

SMILES string = CN
LUMO = 1.135 eV
Highest occupied orbital energy = -9.19 eV
Frontier orbital gap = 10.33 eV
ΔE to the lowest compared entry with this formula, charge and spin = 23.6 kcal/mol

How positive or negative is each atom? The Mulliken charges in e answer that:
1. C -0.799
2. N -0.557
3. H 0.291
4. H 0.292
5. H 0.263
6. H 0.255
7. H 0.256

***

Formula: CH5N2O
Source: the Open Molecules 2025 dataset
Level of theory: ωB97M-V/def2-TZVPD

XYZ file:
```
9
Properties=species:S:1:pos:R:3
C -1.741 -0.154 -0.351
N 1.130 0.301 0.566
N -0.824 -0.566 -1.015
O -2.331 0.313 0.524
H 0.973 1.136 -0.052
H 0.934 0.445 1.544
H -0.741 -0.701 -1.963
H 1.975 -0.215 0.386
H 0.625 -0.559 0.360
```

LUMO = -4.372 eV
Highest occupied orbital energy = -15.81 eV
Net charge = +1
Frontier orbital gap = 11.44 eV
ΔE to the lowest compared entry with this formula, charge and spin = 19.0 kcal/mol

How positive or negative is each atom? The Mulliken charges in e answer that:
1. C 0.679
2. N -0.455
3. N -0.543
4. O -0.313
5. H 0.375
6. H 0.365
7. H 0.222
8. H 0.353
9. H 0.317

***

Formula: CH5N2O
Source: the Open Molecules 2025 dataset
Level of theory: ωB97M-V/def2-TZVPD

XYZ file:
```
9
Properties=species:S:1:pos:R:3
C 1.820 0.341 -1.691
N 2.134 -0.291 -2.771
N -0.834 0.620 0.362
O 1.840 -1.015 -1.500
H -1.199 1.084 -0.493
H 2.964 -0.615 -3.241
H 0.121 0.349 0.205
H -1.519 -0.093 0.474
H -0.895 1.305 1.136
```

LUMO = -4.230 eV
Highest occupied orbital energy = -14.51 eV
Net charge = +1
Frontier orbital gap = 10.28 eV
ΔE to the lowest compared entry with this formula, charge and spin = 120.0 kcal/mol

How positive or negative is each atom? The Mulliken charges in e answer that:
1. C 0.010
2. N -0.111
3. N -0.479
4. O -0.235
5. H 0.409
6. H 0.318
7. H 0.318
8. H 0.372
9. H 0.397

***

Formula: CH5N2O2
Source: the Open Molecules 2025 dataset
Level of theory: ωB97M-V/def2-TZVPD

XYZ file:
```
10
Properties=species:S:1:pos:R:3
C -1.849 -0.214 -0.940
N 1.627 0.992 0.288
N -1.400 -1.191 -0.203
O -0.214 -1.085 0.295
O 2.311 -0.081 1.082
H 1.631 -0.781 0.825
H -1.291 0.773 -1.114
H -2.956 -0.351 -1.047
H 1.168 1.469 1.085
H 0.973 0.469 -0.270
```

LUMO = 4.761 eV
Highest occupied orbital energy = -2.93 eV
Net charge = -1
Frontier orbital gap = 7.69 eV
ΔE to the lowest compared entry with this formula, charge and spin = 130.4 kcal/mol

How positive or negative is each atom? The Mulliken charges in e answer that:
1. C -0.512
2. N -0.603
3. N -0.379
4. O -0.595
5. O -0.467
6. H 0.394
7. H 0.215
8. H 0.268
9. H 0.279
10. H 0.400

***

Formula: CH5N2S
Source: the Open Molecules 2025 dataset
Level of theory: ωB97M-V/def2-TZVPD

XYZ file:
```
9
Properties=species:S:1:pos:R:3
S 2.775 1.040 1.017
H 3.683 0.363 1.670
N -0.185 -0.537 0.226
C -1.023 0.065 -0.625
N -2.107 -0.460 -1.066
H -0.219 -1.506 0.459
H 0.699 -0.143 0.631
H -0.713 1.037 -1.037
H -2.909 0.139 -1.276
```

LUMO (alpha / beta) = 6.729 / 6.702 eV
⟨S²⟩ = 0.75
Highest occupied orbital energy (alpha / beta) = 4.59 / -0.40 eV
Net charge = -2
2S+1 = 2
Frontier orbital gap (alpha / beta) = 2.14 / 7.10 eV
ΔE to the lowest compared entry with this formula, charge and spin = 1.9 kcal/mol

How positive or negative is each atom? The Mulliken charges in e answer that:
1. S -0.953
2. H -0.075
3. N 0.614
4. C -2.850
5. N -1.051
6. H 0.284
7. H 0.019
8. H 0.791
9. H 1.222

***

Formula: CH5N2S
Source: the Open Molecules 2025 dataset
Level of theory: ωB97M-V/def2-TZVPD

XYZ file:
```
9
Properties=species:S:1:pos:R:3
S 1.366 -2.511 1.655
H 1.963 -2.665 0.399
N -0.327 0.410 0.758
C -0.230 0.830 -0.512
N -1.190 1.560 -1.153
H -1.096 0.831 1.160
H -0.111 -0.644 1.016
H 0.352 0.435 -1.289
H -0.727 1.754 -2.034
```

LUMO (alpha / beta) = 0.550 / -3.125 eV
⟨S²⟩ = 0.75
Highest occupied orbital energy (alpha / beta) = -8.94 / -8.94 eV
2S+1 = 2
Frontier orbital gap (alpha / beta) = 9.49 / 5.82 eV
ΔE to the lowest compared entry with this formula, charge and spin = 21.2 kcal/mol

How positive or negative is each atom? The Mulliken charges in e answer that:
1. S -0.210
2. H 0.205
3. N -0.331
4. C 0.053
5. N -0.644
6. H 0.264
7. H 0.160
8. H 0.277
9. H 0.226

***

Formula: CH5N2S
Source: the Open Molecules 2025 dataset
Level of theory: ωB97M-V/def2-TZVPD

XYZ file:
```
9
Properties=species:S:1:pos:R:3
S 1.571 -2.079 1.081
H 2.343 -3.110 1.417
N -0.229 0.610 0.716
C -0.413 0.795 -0.651
N -1.151 1.765 -1.056
H -1.200 0.491 1.022
H 0.232 -0.284 0.879
H 0.166 0.209 -1.360
H -1.319 1.604 -2.046
```

LUMO (alpha / beta) = 0.655 / -3.065 eV
⟨S²⟩ = 0.75
Highest occupied orbital energy (alpha / beta) = -9.53 / -9.52 eV
2S+1 = 2
Frontier orbital gap (alpha / beta) = 10.18 / 6.46 eV
ΔE to the lowest compared entry with this formula, charge and spin = 8.8 kcal/mol

How positive or negative is each atom? The Mulliken charges in e answer that:
1. S -0.225
2. H 0.168
3. N -0.455
4. C 0.151
5. N -0.626
6. H 0.312
7. H 0.159
8. H 0.269
9. H 0.246

***

Formula: CH5N2S
Source: the Open Molecules 2025 dataset
Level of theory: ωB97M-V/def2-TZVPD

XYZ file:
```
9
Properties=species:S:1:pos:R:3
N 1.341 0.022 0.049
C -0.066 -0.518 0.074
N -1.026 0.302 0.026
S -2.597 -0.055 -0.032
H 2.028 -0.004 0.893
H 1.915 -0.590 -0.578
H 1.242 0.988 -0.387
H -0.093 -1.557 0.091
H -2.744 1.412 -0.135
```

SMILES string = [NH3+]/C=N/S
LUMO = -4.037 eV
Highest occupied orbital energy = -13.78 eV
Net charge = +1
Frontier orbital gap = 9.74 eV
ΔE to the lowest compared entry with this formula, charge and spin = 41.1 kcal/mol

How positive or negative is each atom? The Mulliken charges in e answer that:
1. N -0.404
2. C -0.007
3. N -0.367
4. S -0.015
5. H 0.382
6. H 0.398
7. H 0.383
8. H 0.383
9. H 0.248

***

Formula: CH5N2S
Source: the Open Molecules 2025 dataset
Level of theory: ωB97M-V/def2-TZVPD

XYZ file:
```
9
Properties=species:S:1:pos:R:3
C 0.462 -0.078 -0.422
N 1.463 -0.786 -0.073
N -0.597 -0.091 0.453
S -1.832 0.708 -0.284
H -1.018 1.161 -1.218
H 2.316 -0.731 -0.573
H 1.499 -1.368 0.808
H -0.676 -0.904 1.018
H -1.618 2.089 0.291
```

LUMO = -4.589 eV
Highest occupied orbital energy = -13.98 eV
Net charge = +1
Frontier orbital gap = 9.39 eV
ΔE to the lowest compared entry with this formula, charge and spin = 77.2 kcal/mol

How positive or negative is each atom? The Mulliken charges in e answer that:
1. C -0.529
2. N -0.019
3. N -0.110
4. S 0.111
5. H 0.411
6. H 0.293
7. H 0.225
8. H 0.305
9. H 0.313

***

Formula: CH5N3
Source: the Open Molecules 2025 dataset
Level of theory: ωB97M-V/def2-TZVPD

XYZ file:
```
9
Properties=species:S:1:pos:R:3
H 0.190 0.622 1.252
N 0.010 -0.422 1.493
C -0.120 -1.033 0.324
N -0.039 -0.327 -0.693
N 0.048 1.141 -0.704
H -0.439 -2.151 0.385
H -0.228 -0.612 -1.593
H -0.457 1.333 0.148
H 1.035 1.451 -0.612
```

SMILES string = [H]/N=C\NN
LUMO = 1.005 eV
Highest occupied orbital energy = -8.82 eV
Frontier orbital gap = 9.83 eV
ΔE to the lowest compared entry with this formula, charge and spin = 73.0 kcal/mol

How positive or negative is each atom? The Mulliken charges in e answer that:
1. H 0.216
2. N -0.712
3. C 0.165
4. N 0.004
5. N -0.711
6. H 0.277
7. H 0.203
8. H 0.270
9. H 0.288

***

What did the seventh record say?
Formula: CH5N2S
Source: the Open Molecules 2025 dataset
Level of theory: ωB97M-V/def2-TZVPD

XYZ file:
```
9
Properties=species:S:1:pos:R:3
S 1.571 -2.079 1.081
H 2.343 -3.110 1.417
N -0.229 0.610 0.716
C -0.413 0.795 -0.651
N -1.151 1.765 -1.056
H -1.200 0.491 1.022
H 0.232 -0.284 0.879
H 0.166 0.209 -1.360
H -1.319 1.604 -2.046
```

LUMO (alpha / beta) = 0.655 / -3.065 eV
⟨S²⟩ = 0.75
Highest occupied orbital energy (alpha / beta) = -9.53 / -9.52 eV
2S+1 = 2
Frontier orbital gap (alpha / beta) = 10.18 / 6.46 eV
ΔE to the lowest compared entry with this formula, charge and spin = 8.8 kcal/mol

How positive or negative is each atom? The Mulliken charges in e answer that:
1. S -0.225
2. H 0.168
3. N -0.455
4. C 0.151
5. N -0.626
6. H 0.312
7. H 0.159
8. H 0.269
9. H 0.246

***

- The lowest ΔE to the lowest compared entry with this formula, charge and spin belongs to which entry?
  number 5

***

- The highest ΔE to the lowest compared entry with this formula, charge and spin belongs to which entry?
  CH5N2O2

***

Copy entry 1 word for word.
Formula: CH5N
Source: the Open Molecules 2025 dataset
Level of theory: ωB97M-V/def2-TZVPD

XYZ file:
```
7
Properties=species:S:1:pos:R:3
C 0.352 0.239 0.331
N -0.141 -0.494 -0.833
H 0.443 -0.261 1.288
H 1.318 0.727 0.242
H -0.567 0.752 0.769
H -0.900 -1.204 -0.397
H -0.506 0.241 -1.402
```

SMILES string = CN
LUMO = 1.135 eV
Highest occupied orbital energy = -9.19 eV
Frontier orbital gap = 10.33 eV
ΔE to the lowest compared entry with this formula, charge and spin = 23.6 kcal/mol

How positive or negative is each atom? The Mulliken charges in e answer that:
1. C -0.799
2. N -0.557
3. H 0.291
4. H 0.292
5. H 0.263
6. H 0.255
7. H 0.256